{"formula": "C18H38NO7P2", "method": "wB97M-V/def2-TZVPD", "charge": 1, "energy_ev": -53669.690, "elements": ["C", "C", "C", "P", "P", "N", "O", "O", "H", "H", "H", "H", "H", "H", "H", "H", "C", "C", "O", "C", "H", "H", "H", "H", "H", "H", "C", "C", "O", "C", "H", "H", "H", "H", "H", "H", "C", "C", "O", "C", "H", "H", "H", "H", "H", "H", "C", "C", "O", "C", "H", "H", "H", "H", "H", "H", "C", "C", "O", "C", "H", "H", "H", "H", "H", "H"], "coordinates": [[3.030, 0.307, 0.569], [3.138, 1.724, 0.697], [3.142, 3.372, 0.772], [1.476, 4.199, 0.350], [-0.301, 3.030, 0.806], [-1.384, 3.222, -0.424], [-0.035, 1.310, 0.975], [-1.037, 3.694, 2.242], [2.559, -0.771, 0.372], [3.910, 3.724, -0.072], [3.629, 3.767, 1.789], [1.397, 4.544, -1.071], [1.394, 5.403, 1.189], [-2.256, 3.681, -0.021], [-0.892, 0.824, 1.211], [-0.591, 3.183, 3.003], [0.119, -1.547, 2.648], [0.411, -3.001, 2.390], [0.746, -3.397, 1.275], [0.277, -3.952, 3.549], [0.256, -0.979, 1.721], [-0.915, -1.429, 2.980], [0.808, -1.158, 3.402], [-0.751, -3.941, 3.922], [0.973, -3.670, 4.343], [0.518, -4.966, 3.216], [3.330, 5.740, -4.461], [2.681, 4.621, -3.692], [2.755, 4.562, -2.465], [1.938, 3.576, -4.481], [3.830, 6.419, -3.761], [4.077, 5.334, -5.148], [2.571, 6.302, -5.011], [2.622, 3.074, -5.169], [1.117, 4.041, -5.032], [1.522, 2.831, -3.795], [-4.925, -0.449, 2.473], [-3.993, -1.153, 1.522], [-2.862, -0.723, 1.301], [-4.499, -2.402, 0.852], [-4.426, 0.436, 2.881], [-5.825, -0.130, 1.942], [-5.186, -1.116, 3.298], [-5.381, -2.170, 0.249], [-4.742, -3.156, 1.606], [-3.720, -2.802, 0.194], [-2.829, -6.212, 5.114], [-2.473, -5.244, 6.212], [-2.570, -4.029, 6.048], [-1.995, -5.821, 7.517], [-3.158, -5.654, 4.231], [-1.952, -6.807, 4.846], [-3.644, -6.861, 5.442], [-1.081, -6.399, 7.355], [-2.773, -6.454, 7.951], [-1.775, -5.007, 8.215], [2.980, 0.305, -6.795], [2.280, 1.398, -7.558], [2.090, 2.505, -7.056], [1.823, 1.085, -8.957], [3.253, 0.674, -5.801], [2.312, -0.553, -6.679], [3.891, 0.010, -7.321], [1.104, 0.262, -8.937], [2.683, 0.824, -9.579], [1.335, 1.967, -9.385]]}

{"formula": "C18H39BN3O35S8", "method": "wB97M-V/def2-TZVPD", "charge": -1, "energy_ev": -182784.607, "elements": ["N", "N", "C", "B", "N", "O", "C", "O", "O", "H", "H", "H", "H", "H", "H", "H", "C", "C", "O", "S", "O", "O", "O", "H", "H", "H", "H", "C", "C", "O", "S", "O", "O", "O", "H", "H", "H", "H", "C", "C", "O", "S", "O", "O", "O", "H", "H", "H", "H", "C", "C", "O", "S", "O", "O", "O", "H", "H", "H", "H", "C", "C", "O", "S", "O", "O", "O", "H", "H", "H", "H", "C", "C", "O", "S", "O", "O", "O", "H", "H", "H", "H", "C", "C", "O", "S", "O", "O", "O", "H", "H", "H", "H", "C", "C", "O", "S", "O", "O", "O", "H", "H", "H", "H"], "coordinates": [[0.056, 2.694, -3.636], [1.363, 2.573, -3.051], [1.255, 3.053, -1.652], [1.146, 4.639, -1.594], [1.027, 5.265, -0.271], [1.114, 5.461, -2.737], [2.371, 2.480, -0.757], [2.057, 2.226, 0.447], [3.516, 2.246, -1.207], [-0.603, 2.012, -3.227], [0.109, 2.488, -4.629], [1.631, 1.589, -3.029], [0.307, 2.668, -1.248], [0.019, 5.382, -0.136], [1.282, 4.561, 0.427], [0.175, 5.567, -2.941], [-0.231, -2.032, -2.327], [0.683, -1.745, -1.156], [0.397, -0.391, -0.800], [-1.142, -0.073, -1.087], [-1.869, -0.213, 0.127], [-1.216, 1.097, -1.886], [-1.454, -1.355, -2.011], [0.164, -1.608, -3.253], [-0.410, -3.096, -2.464], [1.735, -1.859, -1.408], [0.445, -2.381, -0.300], [-2.144, -3.254, 2.514], [-3.582, -3.379, 2.074], [-3.562, -4.404, 1.073], [-2.421, -5.475, 1.428], [-3.016, -6.578, 2.091], [-1.590, -5.632, 0.284], [-1.636, -4.596, 2.517], [-1.561, -2.670, 1.799], [-2.052, -2.811, 3.502], [-3.976, -2.451, 1.669], [-4.222, -3.717, 2.894], [1.204, -8.971, 0.620], [0.695, -7.551, 0.539], [1.471, -6.830, 1.506], [2.940, -7.474, 1.592], [3.822, -6.712, 0.784], [3.222, -7.766, 2.952], [2.618, -8.848, 0.820], [0.783, -9.494, 1.479], [0.996, -9.538, -0.285], [-0.362, -7.474, 0.759], [0.891, -7.117, -0.444], [-0.309, -12.513, 3.137], [-1.488, -13.426, 2.872], [-2.363, -12.655, 2.041], [-1.491, -11.681, 1.105], [-1.333, -12.294, -0.164], [-1.974, -10.358, 1.257], [-0.101, -11.819, 1.903], [-0.542, -11.777, 3.909], [0.585, -13.062, 3.419], [-1.996, -13.727, 3.784], [-1.185, -14.315, 2.313], [1.146, 9.858, -5.486], [0.503, 10.009, -4.121], [0.513, 8.696, -3.564], [1.820, 7.895, -4.089], [2.835, 7.997, -3.110], [1.396, 6.666, -4.633], [2.195, 8.913, -5.298], [0.440, 9.447, -6.213], [1.546, 10.798, -5.861], [-0.514, 10.390, -4.179], [1.099, 10.658, -3.474], [-3.456, 6.596, -2.532], [-4.054, 6.759, -1.149], [-4.099, 5.430, -0.617], [-2.859, 4.583, -1.194], [-1.815, 4.608, -0.228], [-3.356, 3.383, -1.751], [-2.456, 5.586, -2.382], [-4.199, 6.237, -3.248], [-3.012, 7.517, -2.902], [-5.049, 7.196, -1.171], [-3.407, 7.361, -0.505], [4.275, -0.178, 1.347], [5.368, 0.474, 0.540], [6.467, 0.618, 1.469], [6.445, -0.597, 2.504], [7.366, -1.592, 2.069], [6.488, -0.068, 3.823], [4.963, -1.121, 2.201], [3.761, 0.548, 1.978], [3.549, -0.688, 0.722], [5.060, 1.440, 0.141], [5.701, -0.169, -0.278], [-2.358, 4.990, 2.782], [-1.326, 5.241, 3.856], [-1.481, 6.632, 4.181], [-3.020, 7.050, 4.011], [-3.649, 7.012, 5.283], [-3.083, 8.197, 3.176], [-3.501, 5.772, 3.174], [-2.017, 5.347, 1.811], [-2.626, 3.939, 2.704], [-0.314, 5.033, 3.518], [-1.535, 4.657, 4.756]]}